{
  "formula": "C5H5N3O3",
  "method": "ωB97M-V with the def2-TZVPD basis set",
  "symbols": ["C", "C", "C", "C", "C", "N", "N", "N", "O", "O", "O", "H", "H", "H", "H", "H"],
  "coordinates": [[-1.185, -0.127, -1.347], [-1.019, 0.662, 0.922], [-2.824, -0.412, 0.152], [-0.371, 0.512, -0.340], [0.891, 0.940, -0.683], [-2.416, -0.525, -1.086], [-2.227, 0.200, 1.129], [2.115, -0.481, -0.117], [1.506, 1.719, -1.300], [1.534, -1.518, 0.597], [3.077, 0.195, 0.706], [-0.747, -0.386, -2.261], [-0.528, 1.453, 1.495], [-3.796, -0.962, 0.506], [2.048, -1.576, 1.502], [3.944, 0.307, 0.125]],
  "forces_ev_per_angstrom": [[0.678, 0.755, 2.651], [1.620, 1.712, -2.381], [-2.907, -1.870, 1.067], [-4.612, -1.352, -0.266], [4.565, -1.882, 0.917], [0.384, -0.680, -0.960], [0.826, 0.681, 1.736], [-0.154, 2.256, -1.859], [-0.586, 0.215, 0.034], [1.314, 0.118, 3.006], [1.697, -0.119, -1.360], [0.300, -0.022, -1.559], [-0.488, -0.765, 1.073], [1.649, 1.240, -1.268], [-1.409, 0.352, -2.380], [-2.878, -0.640, 1.548]],
  "de_lowest_ev": 5.379,
  "e_homo_ev": [-7.92, -7.92],
  "lumo_ev": [-0.191, -0.191],
  "spin_multiplicity": 1
}

---

{
  "formula": "C5H5N3O3",
  "method": "ωB97M-V with the def2-TZVPD basis set",
  "symbols": ["C", "C", "C", "C", "C", "H", "H", "H", "H", "H", "N", "N", "N", "O", "O", "O"],
  "coordinates": [[-2.205, -0.469, -0.292], [-0.875, 0.185, -0.067], [-0.437, 1.485, 0.118], [0.997, 1.459, 0.179], [1.347, 0.212, -0.099], [-4.394, -1.385, 0.170], [-5.014, -0.021, 0.724], [-2.328, -1.546, -0.412], [-0.988, 2.353, 0.163], [1.669, 2.257, 0.366], [-4.490, -0.443, -0.018], [-3.276, 0.191, 0.049], [2.702, -0.383, 0.062], [0.266, -0.611, -0.126], [2.761, -1.529, 0.369], [3.664, 0.334, -0.330]],
  "forces_ev_per_angstrom": [[-1.103, 1.069, 1.894], [1.058, 0.440, -0.430], [0.868, -2.083, -0.056], [-1.094, 0.838, -0.551], [0.484, -1.436, 1.415], [0.065, -2.708, 0.242], [-0.733, 0.180, 0.069], [0.714, -0.032, -0.479], [-1.372, 1.491, 0.202], [0.316, 0.575, 0.005], [0.503, 2.269, -0.098], [2.139, -0.092, -0.937], [0.295, 2.071, -2.684], [-0.380, -0.361, -0.665], [0.244, -1.075, 0.738], [-2.003, -1.146, 1.334]],
  "smiles": "N/N=C/c1ccc([N+](=O)[O-])o1",
  "de_lowest_ev": 4.781,
  "e_homo_ev": -8.94,
  "lumo_ev": -0.578,
  "spin_multiplicity": 1
}

---

{
  "formula": "C5H5N3O3S",
  "method": "ωB97M-V with the def2-TZVPD basis set",
  "symbols": ["C", "C", "C", "C", "C", "N", "N", "N", "O", "O", "O", "S", "H", "H", "H", "H", "H"],
  "coordinates": [[2.195, 0.684, 0.500], [1.188, 1.598, 0.002], [2.216, -0.637, 0.409], [0.234, 1.269, -0.837], [0.742, -2.513, -0.368], [1.175, -1.432, -0.043], [-1.789, -0.351, 1.343], [-0.521, 0.852, -1.717], [-1.882, 0.608, -1.543], [0.057, -3.403, -0.759], [-4.087, 0.655, 1.019], [-2.621, 0.878, 0.901], [3.112, 1.071, 0.684], [1.201, 2.652, 0.409], [3.126, -1.137, 0.666], [-2.204, -1.120, 1.752], [-2.141, 0.325, -2.418]],
  "forces_ev_per_angstrom": [[-2.207, -1.216, -1.261], [-0.443, 1.590, 0.733], [-0.267, -0.747, -0.113], [-1.406, -1.007, 0.067], [-1.392, 0.671, -0.415], [-0.166, -1.075, -0.154], [1.025, 4.687, -1.616], [0.919, 1.204, -0.773], [0.653, -0.167, 0.623], [1.546, 0.935, 0.739], [1.817, 1.055, -0.394], [-1.363, -3.720, 1.824], [2.557, 1.494, 1.137], [0.155, -1.159, -0.944], [0.323, -0.421, 0.150], [-1.593, -1.994, 0.829], [-0.156, -0.129, -0.430]],
  "de_lowest_ev": 0.804,
  "e_homo_ev": -8.54,
  "lumo_ev": -0.423,
  "spin_multiplicity": 1
}

---

{
  "formula": "C5H5N3O4",
  "method": "ωB97M-V with the def2-TZVPD basis set",
  "symbols": ["C", "C", "C", "C", "C", "N", "N", "N", "O", "O", "O", "O", "H", "H", "H", "H", "H"],
  "coordinates": [[-0.549, -1.721, 0.647], [-0.323, -0.738, 1.505], [-0.894, -1.519, -0.745], [-0.214, 0.658, 0.925], [0.203, 0.642, -0.451], [-0.803, -0.456, -1.465], [0.024, 1.982, -1.179], [1.624, 0.158, -0.413], [0.949, 2.359, -1.849], [2.219, 0.570, 0.556], [-1.034, 2.529, -1.111], [2.007, -0.516, -1.339], [-0.648, -2.669, 1.124], [-0.349, -1.143, 2.524], [-1.383, -2.479, -1.182], [-1.267, 1.118, 0.973], [0.439, 1.225, 1.479]],
  "forces_ev_per_angstrom": [[0.170, 0.000, 0.522], [-0.204, -0.275, -0.862], [-0.925, -1.183, -1.484], [-4.547, -0.461, 1.669], [-2.628, -2.038, -2.968], [2.565, 1.009, 2.982], [0.943, -0.781, -0.386], [-0.213, 0.750, -1.615], [0.782, -0.145, -0.051], [1.223, -0.569, -0.364], [-1.017, -0.076, 0.707], [0.408, 0.090, 0.761], [-0.181, -0.926, -0.459], [0.449, 1.483, 0.030], [0.565, 1.985, 0.182], [1.402, -0.420, -0.014], [1.207, 1.556, 1.353]],
  "smiles": "O=[N+]([O-])C1([N+](=O)[O-])CC=CC=N1",
  "de_lowest_ev": 6.791,
  "e_homo_ev": -10.68,
  "lumo_ev": -0.591,
  "spin_multiplicity": 1
}

---

{
  "formula": "C5H5N3O5",
  "method": "ωB97M-V with the def2-TZVPD basis set",
  "symbols": ["C", "C", "C", "C", "C", "N", "N", "N", "O", "O", "O", "O", "O", "H", "H", "H", "H", "H"],
  "coordinates": [[-0.571, 1.189, -0.450], [-0.708, -1.216, 0.801], [-2.739, -0.029, 0.059], [0.189, -0.124, -0.406], [1.667, -0.082, -0.125], [-1.979, 1.042, -0.475], [-2.044, -1.009, 0.704], [-0.143, -0.842, -1.748], [-0.107, 2.291, -0.574], [-0.056, -2.024, 1.425], [-3.945, -0.022, 0.006], [-1.257, -0.703, -2.181], [0.716, -1.466, -2.308], [1.784, -0.704, 0.685], [1.818, 1.022, -0.091], [2.113, -0.652, -0.866], [-2.589, 1.708, -0.914], [-2.610, -1.619, 1.254]],
  "forces_ev_per_angstrom": [[-1.825, 0.532, -0.659], [3.090, 0.895, -1.959], [-0.107, 2.361, -1.350], [-1.855, -2.108, 1.459], [-2.808, 2.334, -0.768], [0.009, -1.536, 1.470], [1.024, -1.241, 1.102], [0.086, 0.385, -0.037], [0.673, -0.439, 0.098], [-1.719, 1.510, -0.880], [0.557, -0.237, 0.108], [-0.668, -0.333, -0.322], [0.699, -0.270, 0.282], [0.734, -0.588, 2.728], [1.090, -1.079, 0.327], [1.312, -0.247, -1.885], [0.285, 0.570, -0.031], [-0.577, -0.509, 0.318]],
  "smiles": "CC1([N+](=O)[O-])C(=O)NC(=O)NC1=O",
  "de_lowest_ev": 0.000,
  "e_homo_ev": -10.88,
  "lumo_ev": -0.510,
  "spin_multiplicity": 1
}

---

{
  "formula": "C5H5N3S",
  "method": "ωB97M-V with the def2-TZVPD basis set",
  "symbols": ["C", "C", "C", "C", "C", "N", "N", "N", "S", "H", "H", "H", "H", "H"],
  "coordinates": [[0.501, 2.379, 0.057], [1.181, 1.197, 0.023], [-0.951, 0.860, -0.043], [-0.758, -2.046, 0.083], [0.483, -1.209, -0.096], [-0.841, 2.150, 0.017], [-1.966, -1.680, 0.087], [0.231, 0.210, -0.042], [-2.565, -0.170, -0.048], [0.879, 3.379, 0.108], [2.228, 0.979, 0.032], [-0.569, -3.106, 0.202], [1.210, -1.471, 0.684], [0.938, -1.470, -1.064]],
  "forces_ev_per_angstrom": [[0.350, -0.194, -0.014], [0.300, 0.407, 0.001], [-2.562, -1.667, -0.022], [0.175, 0.307, -0.024], [0.013, -0.267, -0.052], [-0.624, -0.005, -0.017], [0.056, -0.795, 0.124], [-0.046, 0.242, 0.060], [2.009, 2.072, -0.086], [0.208, 0.169, 0.010], [0.267, -0.097, 0.010], [0.014, -0.200, -0.021], [-0.118, 0.010, -0.129], [-0.044, 0.019, 0.161]],
  "smiles": "C1=NSc2nccn2C1",
  "de_lowest_ev": 0.000,
  "e_homo_ev": -8.41,
  "lumo_ev": 0.657,
  "spin_multiplicity": 1
}

---

{
  "formula": "C5H5NO",
  "method": "ωB97M-V with the def2-TZVPD basis set",
  "symbols": ["O", "C", "C", "C", "N", "C", "C", "H", "H", "H", "H", "H"],
  "coordinates": [[0.136, 1.089, -1.726], [-0.187, 0.754, -0.392], [-1.114, -0.502, -0.375], [-0.956, -1.367, 0.797], [-0.813, -2.060, 1.712], [1.005, 0.570, 0.453], [1.950, 0.376, 1.171], [0.873, 0.520, -1.997], [-0.752, 1.610, -0.011], [-2.157, -0.178, -0.443], [-0.906, -1.093, -1.272], [2.778, 0.190, 1.821]],
  "forces_ev_per_angstrom": [[0.276, -0.218, -0.105], [-0.039, 0.013, 0.281], [-0.050, -0.022, -0.014], [0.093, -0.591, 0.844], [-0.206, 0.725, -0.956], [0.414, -0.094, 0.297], [-0.402, 0.071, -0.342], [-0.206, 0.229, -0.004], [0.077, -0.145, 0.009], [0.137, -0.080, -0.007], [0.039, 0.056, 0.133], [-0.133, 0.057, -0.135]],
  "smiles": "C#C[C@@H](O)CC#N",
  "de_lowest_ev": 2.451,
  "e_homo_ev": -10.65,
  "lumo_ev": 0.653,
  "spin_multiplicity": 1
}

---

{
  "formula": "C5H5NO",
  "method": "ωB97M-V with the def2-TZVPD basis set",
  "symbols": ["O", "C", "C", "C", "C", "C", "N", "H", "H", "H", "H", "H"],
  "coordinates": [[-0.530, 1.562, -1.874], [-0.296, 0.841, -0.934], [-0.438, 1.331, 0.443], [-0.259, 1.849, 1.519], [0.355, -0.521, -0.962], [0.356, -1.088, 0.411], [-0.361, -1.762, -0.647], [0.017, 1.989, 2.538], [1.143, -0.655, -1.707], [-0.321, -0.529, 1.070], [1.241, -1.511, 0.867], [-1.358, -1.605, -0.535]],
  "forces_ev_per_angstrom": [[0.104, -0.570, 0.125], [-0.104, 0.471, -0.425], [-0.095, 1.353, 0.294], [-0.008, -0.596, -0.345], [-0.035, 0.266, 0.092], [-0.003, -0.267, 0.297], [-0.333, -0.160, -0.250], [-0.214, 0.413, 0.021], [-0.109, 0.170, 0.405], [0.861, -0.669, 0.052], [-0.078, -0.358, -0.183], [0.014, -0.054, -0.084]],
  "smiles": "C#CC(=O)[C@H]1CN1",
  "de_lowest_ev": 4.017,
  "e_homo_ev": -9.90,
  "lumo_ev": -0.081,
  "spin_multiplicity": 1
}